No. 1
This record from the OMol25 dataset describes a molecular structure, C21H45N2P3RuS2 in a non-equilibrium geometry. The level of theory is the ωB97M-V functional and the def2-TZVPD basis.

Output
**⟨S²⟩**: 8.782
**Charge**: +3
**Spin multiplicity**: 6
**Energy relative to the best compared isomer or geometry (same formula, charge and spin)**: 159.1 kJ/mol
**Frontier orbital gap (spin up / spin down)**: 7.095 / 4.911 eV

Geometry (Å):
1 Ru 0.1466 -0.4424 -0.5584
2 P -0.5892 -1.1705 1.4065
3 P 0.9665 1.4094 0.3855
4 P 2.1291 -1.4044 -0.6067
5 H 0.0408 -2.0998 -4.7477
6 C 0.5151 -2.7037 -3.9655
7 C -0.1428 -3.6499 -3.2414
8 H -1.0482 -4.1240 -3.6162
9 C -2.2797 -0.7096 1.9254
10 C 0.3727 -0.7483 2.9190
11 C -0.6608 -2.9885 1.4696
12 C 1.2890 2.6938 -0.8803
13 C -0.0687 2.2874 1.6448
14 C 2.5906 1.4547 1.3120
15 C 2.0770 -3.0547 -1.2994
16 C 3.0887 -1.8303 0.8872
17 C 3.2409 -0.4849 -1.7094
18 H 1.6024 -2.6863 -4.1088
19 H 0.2458 -4.1770 -2.3803
20 H -2.9882 -0.8122 1.0913
21 H -2.3130 0.3214 2.2910
22 H -2.5930 -1.3637 2.7492
23 H 0.1747 0.2908 3.2067
24 H 1.4481 -0.8788 2.7510
25 H 0.0578 -1.4159 3.7354
26 H -1.1541 -3.3450 0.5503
27 H -1.2475 -3.3052 2.3414
28 H 0.3515 -3.4122 1.5477
29 H 2.0418 3.4064 -0.5049
30 H 0.3683 3.2443 -1.1292
31 H 1.6440 2.1987 -1.7935
32 H 0.4907 2.4049 2.5869
33 H -0.9954 1.7330 1.8500
34 H -0.3332 3.3036 1.3124
35 H 2.8754 2.4962 1.5217
36 H 3.4077 0.9954 0.7418
37 H 2.5066 0.9551 2.2872
38 H 3.0228 -3.5940 -1.2966
39 H 1.7598 -2.8931 -2.3250
40 H 1.3505 -3.6756 -0.7813
41 H 3.9759 -2.3937 0.5652
42 H 2.4728 -2.4745 1.5293
43 H 3.3896 -0.9312 1.4316
44 H 4.0109 -1.1456 -2.1288
45 H 3.6984 0.3490 -1.1715
46 H 2.6610 -0.0459 -2.5258
47 C -3.3181 -1.7158 -3.0851
48 C -1.9991 -1.2960 -2.9340
49 C -1.4649 -0.2920 -3.7555
50 C -2.2618 0.2682 -4.7532
51 C -3.6191 -0.0693 -4.8249
52 C -4.1457 -1.0618 -4.0133
53 S -3.9132 -3.1175 -2.2040
54 H -2.9754 -3.9561 -2.6330
55 H -1.3823 -1.8216 -2.2028
56 H -0.4109 0.0006 -3.6468
57 H -1.8130 0.9718 -5.4592
58 H -4.2736 0.4580 -5.5318
59 H -5.1855 -1.3943 -4.0718
60 S -2.0693 0.6519 -0.9484
61 C -2.5294 2.2829 -0.5623
62 N -3.4116 2.4817 0.4325
63 C -3.5759 3.7978 1.0476
64 C -3.6020 4.8465 -0.0416
65 C -2.3651 4.7364 -0.9184
66 N -2.0956 3.3335 -1.2802
67 H -3.6257 1.6358 0.9678
68 H -2.7580 3.9712 1.7619
69 H -4.5154 3.7638 1.5956
70 H -3.6626 5.8458 0.4086
71 H -4.5031 4.7146 -0.6472
72 H -1.4922 5.1418 -0.3885
73 H -2.4937 5.3331 -1.8256
74 H -1.4674 3.1275 -2.0548


No. 2
This record from the OMol25 dataset describes 3 unconnected molecules or ions with the total composition C21H45NO2 in a non-equilibrium geometry. The level of theory is the ωB97M-V functional and the def2-TZVPD basis.

Output
**SMILES string**: CC(C)CC[C@H]1C[C@@H](N)C(=O)O1.CCCCCC.CCCCCC
**Charge**: 0
**Energy relative to the best compared isomer or geometry (same formula, charge and spin)**: 104.3 kJ/mol
**Frontier orbital gap**: 10.098 eV

Geometry (Å):
1 C -4.1688 1.5795 1.1636
2 C -4.3183 0.2116 1.8216
3 C -5.4913 -0.5233 1.1767
4 C -3.0337 -0.6245 1.9003
5 C -2.7013 -1.4524 0.6443
6 C -1.8647 -2.6774 1.0831
7 C -2.4648 -4.0493 0.7136
8 C -1.2326 -4.7782 0.1112
9 N -1.6535 -5.9203 -0.7005
10 C -0.6728 -3.5773 -0.6288
11 O -0.3800 -3.4697 -1.7234
12 O -0.6283 -2.6142 0.3270
13 H -3.8922 1.5343 0.1150
14 H -5.1544 2.0356 1.1980
15 H -3.5355 2.2455 1.7275
16 H -4.6096 0.4179 2.8475
17 H -5.5509 -1.5675 1.4574
18 H -6.4120 -0.0282 1.4705
19 H -5.4212 -0.4219 0.1004
20 H -2.2105 0.0730 2.0359
21 H -3.0448 -1.2177 2.8037
22 H -3.5694 -1.8484 0.1299
23 H -2.0689 -0.9099 -0.0403
24 H -1.6552 -2.6935 2.1452
25 H -2.8751 -4.6159 1.5327
26 H -3.1476 -3.8624 -0.1060
27 H -0.4868 -5.0452 0.8470
28 H -1.5104 -6.7528 -0.1376
29 H -2.6551 -5.8880 -0.8418
30 C -0.2044 1.5440 0.0431
31 C 0.2672 2.1813 1.3459
32 C -0.5191 3.4368 1.6963
33 C -0.4104 4.5802 0.6869
34 C 1.0113 5.0739 0.4236
35 C 1.6932 5.6488 1.6619
36 H -0.0548 2.2052 -0.8115
37 H 0.3535 0.6252 -0.1505
38 H -1.2638 1.2840 0.1018
39 H 1.3390 2.3910 1.2849
40 H 0.1466 1.4626 2.1621
41 H -0.2068 3.7953 2.6820
42 H -1.5716 3.1595 1.8012
43 H -1.0163 5.4178 1.0473
44 H -0.8588 4.2739 -0.2625
45 H 0.9695 5.8498 -0.3454
46 H 1.6226 4.2671 0.0095
47 H 1.1200 6.4851 2.0676
48 H 2.6908 6.0147 1.4143
49 H 1.8048 4.8987 2.4462
50 C 2.8299 -2.7066 -0.9372
51 C 2.6971 -1.8481 -2.1851
52 C 3.9947 -1.7195 -2.9816
53 C 5.1451 -1.0437 -2.2334
54 C 4.8414 0.3633 -1.7201
55 C 4.5275 1.3606 -2.8315
56 H 3.5418 -2.2842 -0.2250
57 H 1.8644 -2.7744 -0.4385
58 H 3.1567 -3.7183 -1.1894
59 H 2.3232 -0.8570 -1.9105
60 H 1.9354 -2.2907 -2.8310
61 H 3.7882 -1.1726 -3.9062
62 H 4.3215 -2.7175 -3.2913
63 H 6.0126 -0.9987 -2.9001
64 H 5.4493 -1.6687 -1.3888
65 H 5.7111 0.7222 -1.1626
66 H 4.0123 0.3362 -1.0073
67 H 5.3611 1.4353 -3.5331
68 H 4.3490 2.3539 -2.4158
69 H 3.6353 1.0740 -3.3901


No. 3
This record from the OMol25 dataset describes a molecular structure, C21H45NO6P in a non-equilibrium geometry. The level of theory is the ωB97M-V functional and the def2-TZVPD basis.

Output
**Charge**: +1
**Frontier orbital gap**: 6.315 eV

Geometry (Å):
1 C -2.6082 3.3170 0.4080
2 C -2.1207 1.8702 0.3871
3 C -2.8012 0.9832 1.4483
4 C -1.8589 0.0241 2.2089
5 C -0.8114 -0.6988 1.3537
6 P -1.0539 0.8845 3.5462
7 O -0.3311 2.2043 3.1231
8 N 1.2488 2.0395 2.4381
9 O 1.4743 2.9707 1.9190
10 H -2.5179 3.7794 -0.5751
11 H -3.6585 3.3904 0.6987
12 H -2.0454 3.9377 1.1091
13 H -1.0373 1.8420 0.5236
14 H -2.2888 1.4454 -0.6045
15 H -3.5551 0.3497 0.9773
16 H -3.3548 1.6091 2.1563
17 H -2.4740 -0.7315 2.7182
18 H 0.0236 -0.0617 1.0501
19 H -0.4268 -1.5707 1.8794
20 H -1.2885 -1.0712 0.4474
21 H -1.9565 1.2730 4.5411
22 H -0.1057 0.0617 4.1698
23 C -0.9188 -5.9172 0.6374
24 C -2.4365 -5.7515 0.5854
25 C -2.6369 -4.4738 1.3847
26 O -1.4625 -3.6760 1.1505
27 C -0.4534 -4.4721 0.5189
28 H -0.5217 -6.5463 -0.1576
29 H -0.6127 -6.3410 1.5955
30 H -2.7702 -5.6047 -0.4440
31 H -2.9828 -6.5949 1.0042
32 H -2.7170 -4.6820 2.4566
33 H -3.5041 -3.9029 1.0571
34 H -0.3635 -4.1756 -0.5324
35 H 0.5013 -4.2821 1.0132
36 C 3.5649 1.3250 -2.2873
37 C 2.7227 0.7025 -1.1745
38 C 1.5055 1.6211 -1.1824
39 O 1.3302 2.0541 -2.5177
40 C 2.4944 1.7246 -3.2924
41 H 4.3008 0.6416 -2.7076
42 H 4.0997 2.1980 -1.9128
43 H 2.4321 -0.3176 -1.4335
44 H 3.2336 0.6796 -0.2102
45 H 1.6779 2.4988 -0.5411
46 H 0.5836 1.1268 -0.8565
47 H 2.2501 0.9001 -3.9682
48 H 2.7636 2.5950 -3.8894
49 C 7.3444 3.9675 1.0061
50 C 5.8769 4.3499 1.1909
51 C 5.3678 4.2901 -0.2446
52 O 6.1286 3.2741 -0.8951
53 C 7.2476 2.9069 -0.0825
54 H 7.8165 3.5942 1.9134
55 H 7.9150 4.8272 0.6514
56 H 5.3697 3.6055 1.8107
57 H 5.7361 5.3298 1.6449
58 H 5.5197 5.2458 -0.7560
59 H 4.3075 4.0317 -0.3198
60 H 7.0731 1.9142 0.3466
61 H 8.1317 2.8559 -0.7177
62 C -5.6150 -1.8923 -2.5720
63 C -4.0912 -1.8611 -2.6823
64 C -3.6773 -2.1610 -1.2474
65 O -4.6910 -3.0051 -0.7071
66 C -5.8248 -3.0320 -1.5849
67 H -6.1142 -2.0681 -3.5233
68 H -5.9878 -0.9531 -2.1584
69 H -3.7423 -2.6508 -3.3499
70 H -3.6991 -0.9114 -3.0442
71 H -3.6244 -1.2350 -0.6576
72 H -2.7161 -2.6731 -1.1619
73 H -5.8573 -3.9978 -2.0976
74 H -6.7263 -2.9292 -0.9814


| no. | total energy (Eh) |
| --- | --- |
| 1 | -2850.8816 |
| 2 | -1032.3655 |
| 3 | -1674.3033 |